Arrangement P

This record from OMol25 describes a structure of composition C2H10O2S. The level of theory is ωB97M-V/def2-TZVPD.

## Properties
HOMO (spin up / spin down) = -0.558 / -0.570 Ha
LUMO (spin up / spin down) = -7.362 / -8.693 eV
<S²> = 1.76

Geometry as ORCA input:
```
! wB97M-V def2-TZVPD RIJCOSX def2/J DEFGRID3
* xyz 1 2
C -0.34 -1.10 -1.53
C -0.38 -0.09 -0.33
S -2.04 0.43 0.07
H -1.06 -1.88 -1.25
H 0.64 -1.52 -1.77
H -0.78 -0.49 -2.34
H 0.09 -0.51 0.57
H 0.25 0.77 -0.59
H -4.07 0.60 3.05
H 3.43 -0.29 -0.64
H -4.19 0.27 2.38
O 2.50 -0.26 -0.45
H 2.24 2.12 1.27
H 2.06 0.55 0.47
O 1.64 1.38 1.08
*
```

These are the Löwdin partial charges, in e, on atoms 1 to 4: -0.104, -0.598, 1.148, 0.077

Arrangement Q

This record from OMol25 describes a cluster of 3 separate species, C2H10O2S in total. The level of theory is ωB97M-V/def2-TZVPD.

## Properties
HOMO (spin up / spin down) = -0.512 / -0.512 Ha
LUMO (spin up / spin down) = -3.887 / -8.734 eV
<S²> = 0.75

Geometry as ORCA input:
```
! wB97M-V def2-TZVPD RIJCOSX def2/J DEFGRID3
* xyz 1 2
C -0.26 -0.47 -2.32
S -1.23 0.93 -1.78
C 0.11 1.92 -1.03
H -0.18 -1.07 -1.41
H -0.77 -1.09 -3.05
H 0.75 -0.26 -2.66
H 0.17 2.78 -1.69
H 1.00 1.30 -1.03
H -0.07 2.21 0.00
H -0.27 0.95 2.43
H -0.62 0.28 3.79
O -0.63 0.16 2.84
H 0.40 -2.42 1.26
H 0.88 -2.27 2.65
O 0.73 -2.94 1.98
*
```

These are the Löwdin partial charges, in e, on atoms 1 to 4: -0.301, 1.153, -0.262, 0.073

arrangement Q is the most stable structure shown above.